Record 1
This record from the Open Molecules 2025 dataset describes a molecular structure, C23H41AuN2OP3 at a distorted geometry. The level of theory is ωB97M-V/def2-TZVPD.

The geometry in XYZ format:
```
71
C23H41AuN2OP3 | the Open Molecules 2025 dataset | ωB97M-V/def2-TZVPD
Au 0.73343 0.71249 -0.89453
P 1.98585 1.36129 1.06134
P -1.17712 2.12749 -0.74319
P 2.45520 -0.65329 -1.79232
H -1.97977 -2.14074 2.01670
C -1.68993 -3.00804 1.40665
C -0.47130 -3.55846 1.50642
H 0.25333 -3.20234 2.24374
C 1.01557 1.60112 2.57861
C 2.85078 2.92207 0.70025
C 3.28157 0.22907 1.65708
C -2.74304 1.25133 -1.05137
C -1.51183 2.98144 0.83056
C -1.12721 3.46649 -1.97832
C 2.60085 -2.16989 -0.78927
C 4.08940 0.14376 -1.89298
C 2.23772 -1.28508 -3.48243
H -2.45186 -3.39680 0.72025
H -0.15963 -4.39948 0.87657
H 0.45743 0.68165 2.80323
H 0.30910 2.43285 2.48232
H 1.69340 1.80979 3.41960
H 2.12038 3.71033 0.47418
H 3.50951 2.78470 -0.16903
H 3.45222 3.21992 1.56972
H 2.86318 -0.77202 1.82972
H 3.64835 0.62674 2.61617
H 4.12421 0.16037 0.95803
H -3.32151 1.78938 -1.81355
H -3.30979 1.20599 -0.11467
H -2.55210 0.23067 -1.39932
H -2.43425 3.57748 0.76763
H -0.67828 3.65112 1.07497
H -1.63759 2.22989 1.62166
H -2.09742 3.98111 -1.98861
H -0.91476 3.04866 -2.97184
H -0.33203 4.17593 -1.71034
H 2.76166 -3.04210 -1.43723
H 1.67361 -2.32379 -0.22268
H 3.44019 -2.08478 -0.08916
H 4.74597 -0.44738 -2.54731
H 4.56320 0.24363 -0.91126
H 3.97575 1.14421 -2.33195
H 3.23553 -1.48318 -3.88803
H 1.73351 -0.54405 -4.11220
H 1.64430 -2.20725 -3.47598
C -1.41673 -1.30283 -3.42122
C -2.27492 -0.33845 -3.99809
C -3.07358 -0.73301 -5.07450
C -2.88722 -1.98707 -5.67521
C -1.93829 -2.88281 -5.16118
C -1.23795 -2.57100 -3.99766
O -0.78066 -1.10384 -2.21544
H -0.46053 -0.11321 -2.11036
H -2.32780 0.67289 -3.57619
H -3.82488 -0.04719 -5.47124
H -3.46960 -2.23458 -6.56343
H -1.72382 -3.83208 -5.65553
H -0.53747 -3.25226 -3.50504
N -0.02169 0.90494 8.34136
C -0.44875 0.60028 7.29233
C -0.95852 0.17745 6.00649
C -0.58529 -1.06736 5.49281
C -1.10622 -1.46067 4.25235
N -1.89890 -0.66849 3.53124
C -2.26781 0.51771 4.01245
C -1.80677 0.99743 5.25121
H 0.09107 -1.73374 6.02795
H -0.85826 -2.42906 3.81602
H -2.93413 1.12478 3.39443
H -2.11711 1.97983 5.59864
```

Kohn-Sham gap (spin up / spin down)	0.2871 / 0.1422	Ha
2S+1	3
charge	+3
LUMO (spin up / spin down)	-8.70 / -12.65	eV
HOMO (spin up / spin down)	-16.515 / -16.515	eV

=====

Record 2
This record from the Open Molecules 2025 dataset describes a molecular structure, C23H41F5IrOP2Te at a distorted geometry. The level of theory is ωB97M-V/def2-TZVPD.

The geometry in XYZ format:
```
74
C23H41F5IrOP2Te | the Open Molecules 2025 dataset | ωB97M-V/def2-TZVPD
Ir 0.56678 -1.15982 0.56152
C 2.55744 -3.09207 0.34551
C 2.48906 -1.75409 0.94950
C 1.36527 -3.34730 2.29355
C 1.85771 -4.00272 1.14587
C 1.66528 -1.92286 2.19811
C 3.33936 -3.41924 -0.85872
H 3.68193 -2.51300 -1.37158
H 2.74355 -4.01115 -1.57122
H 4.22899 -4.01831 -0.60498
C 1.70782 -5.45007 0.83706
H 1.58378 -5.59858 -0.24362
H 0.82812 -5.86083 1.33910
H 2.59264 -6.01570 1.15979
C 0.73862 -3.97307 3.46167
H 1.47959 -4.50908 4.07621
H -0.02592 -4.69066 3.14477
H 0.25488 -3.21269 4.08691
C 1.76306 -1.03283 3.38341
H 2.51003 -1.41859 4.08843
H 0.79159 -1.00187 3.88990
H 2.03567 -0.01644 3.09403
C 3.59882 -0.76189 0.86737
H 4.43064 -1.07076 1.51607
H 3.25722 0.22511 1.18493
H 3.97237 -0.68703 -0.15725
C -0.34135 -1.13857 -1.40217
C 1.03298 -0.82720 -1.56679
C 1.57288 0.55784 -1.79498
C 1.29843 1.54871 -0.64322
C 0.75995 0.95626 0.62561
C -0.60076 0.57787 0.87539
C -1.72702 0.58751 -0.10539
C -1.45847 -0.12761 -1.45227
H 1.17269 0.95299 -2.74491
H 0.61250 2.33963 -0.99661
H 2.66206 0.48860 -1.93527
H -1.26881 0.60381 -2.25623
H -0.60359 -2.13783 -1.76202
H 1.63899 -1.63989 -1.98999
H -2.37091 -0.66882 -1.71425
H -2.58099 0.08197 0.36179
H -0.89749 0.72176 1.91697
H -2.05044 1.62402 -0.28026
H 2.23951 2.06475 -0.40319
H 1.26434 1.29374 1.53759
P -1.20041 3.00786 -2.24383
C -2.27633 2.72677 -3.71049
C -0.26608 4.46080 -2.87975
P -1.86512 4.10270 0.55649
C -2.43293 3.93818 -1.21347
C -1.15623 5.80954 0.39522
C -3.47533 4.75077 1.20191
H -3.14793 2.12045 -3.42826
H -1.69383 2.19801 -4.47763
H -2.60472 3.69806 -4.10224
H -0.96453 5.12000 -3.41287
H 0.48981 4.09112 -3.58442
H 0.23207 5.01399 -2.07307
H -3.78426 5.64901 0.65006
H -3.33965 5.01050 2.25985
H -4.25413 3.98361 1.11685
H -3.39527 3.40139 -1.23358
H -2.57304 4.93800 -1.66389
H -0.99338 6.19177 1.41222
H -1.87087 6.46968 -0.11705
H -0.20179 5.80415 -0.14190
F -3.52028 -3.38880 1.87178
Te -2.20364 -3.66921 0.53508
F -3.10420 -2.48828 -0.66278
F -1.44069 -5.05862 1.62292
F -0.88702 -4.08809 -0.81235
F -3.28930 -5.04244 -0.21107
O -1.14973 -2.29494 1.26014
```

Kohn-Sham gap (spin up / spin down)	0.2062 / 0.1333	Ha
2S+1	5
charge	+1
LUMO (spin up / spin down)	-3.23 / -7.30	eV
HOMO (spin up / spin down)	-8.842 / -10.927	eV

=====

Record 3
This record from the Open Molecules 2025 dataset describes a molecular structure, C23H41FFeP2 at a distorted geometry. The level of theory is ωB97M-V/def2-TZVPD.

The geometry in XYZ format:
```
68
C23H41FFeP2 | the Open Molecules 2025 dataset | ωB97M-V/def2-TZVPD
Fe -0.41982 0.55758 -1.45125
C -0.94034 -1.76990 2.67407
C 0.35597 -2.14048 2.22299
C 0.54353 -0.19321 3.43771
C -0.82617 -0.54434 3.38926
C 1.28342 -1.20172 2.75357
C -2.19623 -2.52471 2.47179
H -2.01929 -3.42159 1.87049
H -2.96604 -1.91240 1.98003
H -2.60997 -2.85210 3.43835
C -1.93093 0.20685 4.01310
H -2.88868 -0.01669 3.52670
H -1.75507 1.28609 3.95180
H -2.02743 -0.05686 5.07723
C 1.11238 0.99096 4.11353
H 1.26158 0.79093 5.18555
H 0.43524 1.85042 4.02705
H 2.08077 1.27046 3.68468
C 2.75324 -1.28532 2.65840
H 3.18404 -1.68504 3.59065
H 3.20209 -0.29731 2.48823
H 3.05582 -1.95248 1.84359
C 0.69878 -3.28579 1.36280
H 1.02171 -4.16402 1.94562
H 1.52185 -3.02806 0.68097
H -0.16063 -3.58712 0.74831
C -1.39453 1.71944 -2.40680
C -1.88286 0.33174 -2.64509
C -1.39497 -0.44600 -3.86686
C 0.14969 -0.47138 -3.96580
C 0.80501 -0.29040 -2.59273
C 1.27502 1.20996 -2.20853
C 0.91475 2.32715 -3.23283
C -0.61528 2.48083 -3.43849
H -1.82470 0.00819 -4.77332
H 0.52019 0.29774 -4.65811
H -1.78739 -1.47638 -3.80986
H -0.90151 2.19432 -4.46390
H -1.98925 2.33982 -1.72182
H -2.97463 0.22324 -2.51680
H -0.86761 3.54613 -3.34000
H 1.32503 3.26369 -2.81777
H 2.36593 1.08708 -2.31443
H 1.42354 2.10851 -4.18288
H 0.46048 -1.45051 -4.35235
H 1.75034 -0.84942 -2.55430
P -2.19483 -0.51628 -0.50377
C -3.73507 0.29743 0.03527
C -2.78700 -2.15941 -1.05251
P 2.45352 1.37591 0.58668
C 1.13642 1.62271 -0.70486
C 3.64712 0.27363 -0.29044
C 3.34807 2.98027 0.48093
H -3.38987 1.04195 0.76755
H -4.43671 -0.40653 0.50349
H -4.18310 0.82053 -0.81859
H -2.14769 -2.52800 -1.86873
H -3.82971 -2.09381 -1.39601
H -2.71501 -2.84800 -0.19662
H 3.46718 3.28983 -0.56644
H 4.33137 2.89296 0.96465
H 2.75450 3.72899 1.02576
H 0.60747 2.57258 -0.50128
H 0.21983 -0.87745 -1.76073
H 4.45304 0.05185 0.42694
H 4.07175 0.76786 -1.17593
H 3.16079 -0.67118 -0.57685
F -1.35917 1.19627 0.79891
```

Kohn-Sham gap (spin up / spin down)	0.2287 / 0.1592	Ha
2S+1	6
charge	+1
LUMO (spin up / spin down)	-2.83 / -5.08	eV
HOMO (spin up / spin down)	-9.054 / -9.412	eV

=====

For each record above, in turn, the calculated energy relative to the best compared isomer or geometry (same formula, charge and spin) values are 0.0, 0.0, 634.9 kJ/mol.